No. 1
{
  "formula": "C37H63IN8O10P2",
  "method": "ωB97M-V/def2-TZVPD",
  "smiles": "C[C@H](O)CNCCO[C@@H](O[C@@](CCCN)(CCOC=O)P(O)I)[C@H](NC[C@H](C)O)P(=O)(O)O.c1cc[nH]c1.c1cc[nH]c1.c1cc[nH]c1.c1cc[nH]c1.c1cc[nH]c1",
  "molar_mass_g_mol": 968.81,
  "charge": 0,
  "homo_energy_ev": -7.631,
  "orbital_gap_ev": 7.04,
  "symbols": ["C", "C", "O", "C", "N", "C", "C", "O", "C", "O", "C", "C", "C", "C", "N", "C", "C", "O", "C", "O", "P", "O", "I", "C", "N", "C", "C", "C", "O", "P", "O", "O", "O", "H", "H", "H", "H", "H", "H", "H", "H", "H", "H", "H", "H", "H", "H", "H", "H", "H", "H", "H", "H", "H", "H", "H", "H", "H", "H", "H", "H", "H", "H", "H", "H", "H", "H", "H", "H", "H", "H", "N", "C", "C", "C", "C", "H", "H", "H", "H", "H", "N", "C", "C", "C", "C", "H", "H", "H", "H", "H", "N", "C", "C", "C", "C", "H", "H", "H", "H", "H", "N", "C", "C", "C", "C", "H", "H", "H", "H", "H", "N", "C", "C", "C", "C", "H", "H", "H", "H", "H"],
  "coordinates": [[-1.4324, 3.6483, 1.0993], [-0.3753, 4.7500, 1.1370], [-0.9997, 6.0212, 0.9161], [0.7772, 4.5338, 0.1156], [0.4789, 3.4097, -0.7835], [1.6414, 2.5369, -1.0417], [1.1184, 1.3009, -1.8258], [-0.1952, 1.0022, -1.3967], [-0.3392, -0.1968, -0.6821], [0.2519, -0.0214, 0.5967], [0.9952, -1.1088, 1.1298], [1.5354, -0.6092, 2.5004], [0.4104, -0.0209, 3.3884], [0.6433, 1.4453, 3.7800], [1.0879, 2.3081, 2.6876], [0.1820, -2.4052, 1.4524], [0.0961, -3.4686, 0.3424], [-1.1512, -4.1902, 0.3689], [-1.2514, -5.0317, 1.4194], [-2.2595, -5.1641, 1.9555], [2.5076, -1.6314, 0.1203], [3.2554, -2.8767, 0.9153], [4.2310, 0.1409, 0.1690], [-1.8796, -0.2845, -0.6564], [-2.4027, -1.5074, -0.1145], [-3.8174, -1.4359, 0.2675], [-4.1659, -0.3812, 1.3260], [-3.2809, -0.4154, 2.5803], [-5.5358, -0.5717, 1.6676], [-2.3752, -0.0119, -2.4403], [-3.6333, -0.6774, -2.7708], [-2.5417, 1.5692, -2.7331], [-1.2458, -0.6039, -3.4268], [-1.9461, 3.6209, 0.1372], [-2.1811, 3.8133, 1.8828], [-1.0210, 2.6528, 1.2529], [0.0089, 4.7563, 2.1609], [-1.8537, 5.9669, 1.3586], [1.7143, 4.3200, 0.6216], [0.8325, 5.4532, -0.4745], [0.0733, 3.7141, -1.6595], [2.0393, 2.2836, -0.0619], [2.3565, 3.1173, -1.6386], [1.0422, 1.6249, -2.8678], [1.8003, 0.4496, -1.8227], [0.1131, -0.9880, -1.2868], [2.0381, -1.4239, 3.0183], [2.2781, 0.1782, 2.3716], [0.4077, -0.6132, 4.3085], [-0.5716, -0.1671, 2.9522], [-0.3242, 1.8346, 4.1150], [1.3357, 1.5704, 4.6113], [0.8400, 1.9437, 1.7753], [2.0816, 2.4924, 2.7104], [0.6951, -2.8797, 2.2934], [-0.7902, -2.1017, 1.8252], [0.2052, -3.0850, -0.6677], [0.8797, -4.2239, 0.4693], [-0.3775, -5.6232, 1.7344], [2.6094, -3.4021, 1.4137], [-2.1954, 0.6223, -0.1360], [-2.3533, -2.2144, -0.8437], [-4.5082, -1.3042, -0.5701], [-4.0677, -2.4061, 0.7095], [-4.1379, 0.5912, 0.8327], [-2.6544, -1.2988, 2.6587], [-3.9508, -0.3968, 3.4405], [-2.7221, 0.5185, 2.6370], [-5.5837, -1.2555, 2.3468], [-2.4490, 1.9902, -1.8630], [-1.6730, -1.3698, -3.8429], [3.5533, 4.0878, 6.0729], [3.6828, 4.7494, 4.8805], [2.5020, 5.3950, 4.6276], [1.6267, 5.1162, 5.7110], [2.3041, 4.3104, 6.5866], [4.2650, 3.5270, 6.5041], [4.6002, 4.7024, 4.3181], [2.2882, 6.0007, 3.7624], [0.6158, 5.4682, 5.8329], [2.0069, 3.8774, 7.5267], [4.2141, 0.4675, -3.5617], [4.4296, 0.9104, -4.8393], [4.2605, -0.1503, -5.6869], [3.9252, -1.2785, -4.8900], [3.9023, -0.8644, -3.5847], [4.2755, 1.0330, -2.7332], [4.6844, 1.9385, -5.0331], [4.3647, -0.1215, -6.7597], [3.7236, -2.2805, -5.2344], [3.6927, -1.4004, -2.6736], [4.3762, -3.4174, 5.3728], [4.0668, -3.9516, 4.1544], [2.9797, -4.7706, 4.3172], [2.6161, -4.7229, 5.6906], [3.4949, -3.8790, 6.3140], [5.1338, -2.7832, 5.5505], [4.6452, -3.7054, 3.2792], [2.4978, -5.3416, 3.5391], [1.8038, -5.2484, 6.1646], [3.5702, -3.5684, 7.3421], [2.3445, -1.6632, -8.5056], [2.8356, -2.2452, -9.6429], [2.2512, -1.6294, -10.7168], [1.3761, -0.6325, -10.2077], [1.4582, -0.6768, -8.8418], [2.5962, -1.9190, -7.5675], [3.5550, -3.0448, -9.5890], [2.4311, -1.8655, -11.7525], [0.7583, 0.0399, -10.7794], [0.9643, -0.0949, -8.0820], [-7.4768, -0.5389, -0.7937], [-7.2752, -1.1312, -2.0096], [-8.5018, -1.4507, -2.5311], [-9.4821, -1.0286, -1.5939], [-8.8173, -0.4678, -0.5349], [-6.7503, -0.2072, -0.1822], [-6.2789, -1.2740, -2.3978], [-8.6768, -1.9316, -3.4793], [-10.5516, -1.1247, -1.6868], [-9.1816, -0.0270, 0.3778]],
  "lowdin_charge": [-0.066, -0.407, -0.055, -0.140, -0.075, -0.204, -0.164, -0.153, -0.354, -0.038, -0.595, -0.194, -0.161, -0.246, 0.025, -0.120, -0.195, -0.033, -0.396, 0.150, 0.617, -0.369, 0.575, -0.253, 0.001, -0.160, -0.407, -0.013, -0.051, 0.519, -0.269, -0.103, -0.109, 0.074, 0.083, 0.047, 0.112, 0.078, 0.106, 0.120, 0.122, 0.043, 0.117, 0.133, 0.065, 0.134, 0.103, 0.041, 0.115, 0.071, 0.102, 0.108, 0.036, 0.068, 0.113, 0.105, 0.106, 0.109, 0.153, 0.028, 0.128, 0.119, 0.095, 0.135, 0.133, 0.070, 0.084, 0.072, 0.100, 0.062, 0.092, -0.002, -0.148, -0.115, -0.110, -0.148, 0.140, 0.103, 0.090, 0.091, 0.104, -0.001, -0.134, -0.116, -0.115, -0.165, 0.070, 0.107, 0.087, 0.086, 0.052, 0.009, -0.149, -0.123, -0.109, -0.136, 0.146, 0.104, 0.084, 0.092, 0.107, 0.004, -0.145, -0.116, -0.114, -0.143, 0.122, 0.103, 0.088, 0.089, 0.106, 0.013, -0.136, -0.117, -0.122, -0.147, 0.108, 0.091, 0.086, 0.085, 0.102]
}


No. 2
{
  "formula": "C37H64BBr2IN10O4",
  "method": "ωB97M-V/def2-TZVPD",
  "molar_mass_g_mol": 1010.51,
  "charge": 0,
  "homo_energy_ev": -8.799,
  "orbital_gap_ev": 8.95,
  "symbols": ["C", "C", "N", "C", "C", "C", "C", "N", "O", "C", "O", "N", "C", "Br", "C", "C", "O", "Br", "C", "I", "B", "O", "N", "C", "C", "H", "H", "H", "H", "H", "H", "H", "H", "H", "H", "H", "H", "H", "H", "H", "H", "H", "H", "H", "H", "H", "H", "C", "C", "C", "C", "N", "H", "H", "H", "H", "H", "H", "H", "C", "C", "C", "C", "N", "H", "H", "H", "H", "H", "H", "H", "C", "C", "C", "C", "N", "H", "H", "H", "H", "H", "H", "H", "C", "C", "C", "C", "N", "H", "H", "H", "H", "H", "H", "H", "C", "C", "C", "C", "N", "H", "H", "H", "H", "H", "H", "H", "C", "C", "C", "C", "N", "H", "H", "H", "H", "H", "H", "H"],
  "coordinates": [[-0.2262, -1.4587, 2.5577], [-1.0272, -1.5761, 1.2767], [-0.2763, -0.9856, 0.1610], [-0.5225, -1.5880, -1.1719], [0.0273, -3.0279, -1.2253], [1.2503, -3.3443, -2.1162], [2.5380, -3.2478, -1.3317], [3.4930, -2.2618, -1.6673], [2.7594, -4.0714, -0.4492], [0.1754, -0.4892, -2.0171], [1.3627, -0.2699, -2.0859], [-0.7885, 0.3679, -2.6227], [-2.0677, 0.0586, -1.9793], [-3.5077, 0.5875, -3.2345], [-2.2673, 0.8362, -0.6598], [-2.7980, 2.2365, -0.8093], [-3.9364, 2.5743, -0.6382], [-1.4213, 3.5625, -1.2755], [-1.9616, -1.4593, -1.7576], [-1.7055, -2.3375, -3.8130], [-3.2272, -2.2749, -1.1650], [-3.7405, -3.3735, -1.8153], [-3.8269, -1.8696, 0.1116], [-4.9345, -0.9167, -0.1280], [-4.3837, -3.0200, 0.8431], [-0.7923, -1.9033, 3.3671], [-0.0561, -0.4180, 2.8093], [0.7368, -1.9498, 2.4429], [-1.3563, -2.5967, 1.0911], [-1.9405, -1.0046, 1.4030], [0.6991, -1.1922, 0.3455], [-0.7437, -3.7249, -1.5312], [0.3084, -3.3412, -0.2248], [1.2705, -2.8071, -3.0532], [1.1561, -4.4010, -2.3475], [3.1841, -1.3593, -1.3270], [4.3338, -2.4867, -1.1475], [-0.5164, 1.3196, -2.3836], [-1.2742, 0.9091, -0.2295], [-2.8607, 0.2785, 0.0497], [-4.6143, -3.1824, -2.1694], [-4.6586, -0.2124, -0.9069], [-5.1449, -0.3476, 0.7722], [-5.8447, -1.4233, -0.4463], [-4.7059, -2.6552, 1.8179], [-5.2630, -3.4323, 0.3645], [-3.6412, -3.7923, 1.0094], [5.5511, 2.5120, 0.0553], [4.6492, 1.4000, -0.4665], [3.2069, 1.5204, 0.0399], [3.1585, 1.4443, 1.5016], [3.1349, 1.3848, 2.6473], [5.6321, 2.4834, 1.1434], [6.5586, 2.4124, -0.3466], [5.1672, 3.4937, -0.2322], [5.0601, 0.4322, -0.1718], [4.6363, 1.4202, -1.5569], [2.5917, 0.7197, -0.3677], [2.7704, 2.4697, -0.2739], [2.2485, -8.0366, -4.2332], [2.3449, -8.3445, -2.7432], [0.9746, -8.4230, -2.0604], [0.2610, -7.1512, -2.1728], [-0.2631, -6.1349, -2.2614], [1.7917, -7.0620, -4.4097], [3.2402, -8.0198, -4.6841], [1.6543, -8.7902, -4.7533], [2.9495, -7.5803, -2.2518], [2.8569, -9.2975, -2.6010], [1.0875, -8.6574, -1.0020], [0.3620, -9.2032, -2.5142], [8.1784, 3.7932, 3.0386], [9.4235, 4.4871, 2.4988], [9.3970, 4.6479, 0.9749], [9.3310, 3.3464, 0.3078], [9.2754, 2.3208, -0.2052], [8.0884, 2.7772, 2.6510], [8.2192, 3.7268, 4.1255], [7.2762, 4.3457, 2.7695], [10.3124, 3.9237, 2.7890], [9.5110, 5.4764, 2.9504], [10.2912, 5.1640, 0.6251], [8.5295, 5.2354, 0.6709], [1.3098, 5.1514, 3.1319], [1.8698, 4.7241, 4.4834], [2.8004, 5.7734, 5.1015], [3.9560, 6.0301, 4.2391], [4.8523, 6.2317, 3.5524], [2.1055, 5.2880, 2.3981], [0.6329, 4.3908, 2.7433], [0.7548, 6.0885, 3.2122], [2.4081, 3.7818, 4.3672], [1.0463, 4.5391, 5.1752], [3.1675, 5.4357, 6.0705], [2.2702, 6.7147, 5.2530], [-6.9742, -2.1107, 4.3422], [-8.3170, -2.8283, 4.2648], [-8.2931, -4.0360, 3.3210], [-7.9615, -3.6286, 1.9550], [-7.6996, -3.2837, 0.8931], [-6.6853, -1.7031, 3.3722], [-7.0249, -1.2796, 5.0449], [-6.1853, -2.7872, 4.6767], [-9.0852, -2.1267, 3.9359], [-8.6036, -3.1725, 5.2596], [-9.2646, -4.5296, 3.3041], [-7.5522, -4.7653, 3.6513], [-4.8462, 5.0562, -3.4719], [-3.6672, 5.7520, -4.1414], [-3.8927, 6.0023, -5.6366], [-4.0943, 4.7443, -6.3589], [-4.2515, 3.7496, -6.9079], [-5.0189, 4.0668, -3.8975], [-4.6558, 4.9238, -2.4069], [-5.7618, 5.6408, -3.5823], [-2.7686, 5.1476, -4.0047], [-3.4860, 6.7099, -3.6505], [-3.0345, 6.5129, -6.0735], [-4.7707, 6.6310, -5.7906]],
  "lowdin_charge": [-0.065, -0.263, 0.011, -0.389, -0.158, -0.134, -0.491, 0.138, 0.045, -0.421, 0.089, 0.046, -0.786, 0.801, -0.202, -0.793, 0.031, 0.727, -0.440, 1.131, -0.684, 0.077, -0.123, -0.069, -0.081, 0.074, 0.074, 0.077, 0.111, 0.093, 0.112, 0.054, 0.116, 0.083, 0.073, 0.052, 0.089, 0.073, 0.101, 0.095, 0.124, 0.027, 0.096, 0.085, 0.079, 0.051, 0.089, -0.105, -0.252, -0.183, -0.233, 0.148, 0.065, 0.048, 0.080, 0.110, 0.114, 0.074, 0.123, -0.108, -0.257, -0.180, -0.193, 0.191, 0.070, 0.073, 0.076, 0.112, 0.107, 0.119, 0.120, -0.110, -0.260, -0.187, -0.242, 0.148, 0.068, 0.072, 0.062, 0.110, 0.107, 0.115, 0.121, -0.111, -0.261, -0.189, -0.237, 0.144, 0.067, 0.068, 0.075, 0.096, 0.107, 0.116, 0.118, -0.109, -0.259, -0.184, -0.219, 0.166, 0.059, 0.073, 0.078, 0.112, 0.108, 0.118, 0.121, -0.104, -0.264, -0.191, -0.241, 0.147, 0.068, 0.062, 0.077, 0.092, 0.108, 0.115, 0.118]
}